No. 1
# C33H62O33

A cluster of 11 separate species, C33H62O33 in total at a distorted geometry (ωB97M-V/def2-TZVPD, the OMol25 dataset).

For the gap between HOMO and LUMO, the calculation gives 10.658 eV. Its structure (SMILES) is COC(=O)OC.COC(=O)OC.COC(=O)OC.COC(=O)OC.COC(=O)OC.COC(=O)OC.COC(=O)OC.COC(=O)OC.COC(=O)OC.O=C1OCCO1.O=C1OCCO1. For the energy above the lowest of the compared OMol25 structures with the same formula, charge and spin, the calculation gives 5.662 eV.

Structure (ORCA input):
```
! RIJCOSX wB97M-V def2-TZVPD def2/J DEFGRID3
* xyz 0 1
C -6.012 4.752 -0.970
C -6.914 5.897 -1.302
O -7.870 5.311 -2.271
C -7.846 4.021 -2.195
O -8.599 3.304 -2.882
O -6.769 3.607 -1.444
H -5.890 4.626 0.106
H -5.028 4.957 -1.391
H -6.386 6.750 -1.727
H -7.301 6.413 -0.422
C -1.867 11.449 -2.016
C -0.592 12.229 -2.421
O 0.286 11.151 -2.878
C -0.144 9.955 -2.389
O 0.195 8.897 -2.806
O -1.333 10.193 -1.756
H -2.612 11.357 -2.806
H -2.316 11.815 -1.092
H -0.034 12.709 -1.617
H -0.637 12.917 -3.265
C 1.873 -6.030 -7.117
O 0.816 -6.306 -8.023
C 0.909 -6.046 -9.313
O 1.872 -5.489 -9.854
O -0.121 -6.638 -9.946
C -0.085 -6.843 -11.309
H 1.625 -6.484 -6.158
H 1.948 -4.955 -6.954
H 2.851 -6.301 -7.516
H -1.022 -7.185 -11.749
H 0.700 -7.475 -11.724
H 0.067 -5.861 -11.757
C 2.164 6.485 5.282
O 0.877 6.963 5.646
C 0.736 8.263 5.761
O 1.561 9.151 5.511
O -0.510 8.562 6.264
C -1.672 7.802 5.999
H 2.592 6.817 4.336
H 2.281 5.401 5.272
H 2.906 6.725 6.043
H -1.566 6.720 5.919
H -2.293 8.146 5.172
H -2.253 7.982 6.904
C 0.136 -11.220 12.076
O -0.728 -10.387 11.357
C -0.335 -9.772 10.279
O 0.719 -10.022 9.725
O -1.199 -8.741 9.961
C -0.847 -7.812 8.854
H 0.635 -11.921 11.408
H -0.591 -11.855 12.582
H 0.704 -10.570 12.742
H -0.721 -8.421 7.959
H -0.026 -7.097 8.893
H -1.753 -7.249 8.633
C 4.388 1.348 11.084
O 4.176 0.699 12.342
C 2.929 0.511 12.804
O 1.879 0.990 12.338
O 2.991 -0.501 13.661
C 1.786 -1.144 14.095
H 3.639 0.977 10.384
H 5.399 1.245 10.690
H 4.100 2.369 11.333
H 1.919 -1.946 14.820
H 1.300 -1.670 13.273
H 1.054 -0.496 14.576
C 0.204 0.222 3.729
O -0.300 0.123 2.396
C 0.454 0.676 1.343
O 1.476 1.360 1.450
O -0.191 0.297 0.229
C 0.270 0.591 -1.068
H -0.478 -0.099 4.517
H 0.467 1.267 3.894
H 1.081 -0.404 3.891
H -0.545 0.506 -1.787
H 1.106 -0.052 -1.343
H 0.481 1.659 -1.125
C -6.620 -4.430 -8.568
O -6.039 -4.166 -7.270
C -5.965 -5.036 -6.249
O -6.515 -6.167 -6.206
O -5.311 -4.410 -5.212
C -5.345 -5.109 -3.946
H -7.473 -5.101 -8.469
H -5.881 -5.047 -9.078
H -6.823 -3.494 -9.090
H -6.350 -5.106 -3.525
H -4.767 -4.492 -3.259
H -5.032 -6.153 -3.989
C 5.294 -3.510 2.726
O 4.421 -4.600 3.087
C 3.543 -5.037 2.121
O 3.413 -4.620 1.006
O 2.769 -5.953 2.709
C 2.175 -6.946 1.889
H 4.835 -2.568 3.023
H 5.734 -3.563 1.730
H 6.252 -3.538 3.245
H 1.094 -6.844 1.795
H 2.325 -7.922 2.350
H 2.785 -7.112 1.001
C 6.376 1.305 -5.317
O 7.008 0.490 -4.323
C 7.262 -0.785 -4.608
O 6.868 -1.467 -5.579
O 7.932 -1.199 -3.574
C 8.335 -2.569 -3.473
H 6.919 1.164 -6.251
H 6.368 2.364 -5.059
H 5.325 1.027 -5.396
H 9.080 -2.726 -4.254
H 7.519 -3.292 -3.454
H 8.735 -2.831 -2.493
C -4.649 3.502 -8.779
O -4.002 4.788 -8.680
C -2.882 4.998 -9.278
O -2.230 4.123 -9.826
O -2.507 6.262 -9.017
C -1.178 6.749 -9.304
H -5.734 3.607 -8.750
H -4.332 2.972 -7.881
H -4.406 2.780 -9.559
H -0.973 7.730 -8.875
H -1.006 6.741 -10.380
H -0.507 6.017 -8.854
*
```


No. 2
# C33H64N3O17

A cluster of 11 separate species, C33H64N3O17 in total at a distorted geometry (ωB97M-V/def2-TZVPD, the OMol25 dataset).

For the gap between HOMO and LUMO, the calculation gives 5.118 eV. For the energy above the lowest of the compared OMol25 structures with the same formula, charge and spin, the calculation gives 4.729 eV.

Structure (ORCA input):
```
! RIJCOSX wB97M-V def2-TZVPD def2/J DEFGRID3
* xyz -1 1
C 42.559 32.684 31.022
C 42.504 34.193 31.101
O 42.457 34.898 30.033
N 42.482 34.830 32.536
H 42.220 34.233 33.320
H 43.450 35.262 32.712
C 41.496 36.073 32.466
H 42.936 32.343 31.787
H 43.029 32.548 30.043
H 41.375 32.447 31.013
H 40.575 35.758 32.460
H 41.697 36.743 31.820
H 41.472 36.478 33.367
N 39.470 32.776 33.761
O 40.696 33.154 33.794
O 38.798 32.622 34.759
O 38.903 33.013 32.710
N 43.128 35.299 35.875
O 41.909 35.672 35.885
O 43.933 35.862 35.110
O 43.238 34.064 36.138
C 43.953 37.609 29.620
C 44.687 39.019 29.872
C 44.446 39.837 28.594
O 43.813 39.712 30.740
H 42.807 37.689 29.317
H 44.152 36.908 30.313
H 44.364 37.166 28.715
H 45.575 39.025 30.068
H 43.411 39.883 28.236
H 45.084 39.295 27.912
H 44.842 40.873 28.623
H 43.754 39.179 31.501
C 47.356 37.493 34.178
C 46.285 38.576 33.952
C 46.684 39.748 33.002
O 45.318 37.960 33.398
H 47.961 37.291 33.341
H 46.840 36.464 34.585
H 48.028 37.978 35.015
H 45.976 38.915 34.990
H 45.784 40.246 32.915
H 46.989 39.426 32.189
H 47.388 40.352 33.451
H 45.038 37.339 33.860
C 47.278 33.709 32.595
C 46.778 34.606 31.351
C 46.438 33.610 30.158
O 45.584 35.298 31.670
H 48.331 33.225 32.300
H 46.516 32.943 33.016
H 47.434 34.361 33.450
H 47.459 35.449 31.156
H 45.575 32.939 30.261
H 47.183 32.976 30.122
H 46.097 34.171 29.331
H 45.943 36.127 32.025
C 38.321 38.035 29.429
C 39.443 39.094 29.787
C 39.063 40.022 30.794
O 40.541 38.451 30.250
H 37.288 38.601 29.146
H 38.049 37.414 30.263
H 38.585 37.515 28.680
H 39.529 39.643 28.841
H 39.813 40.911 31.012
H 39.025 39.486 31.746
H 38.013 40.484 30.652
H 41.310 39.168 30.180
C 37.918 37.256 33.525
C 38.140 36.577 34.891
C 37.415 37.289 36.038
O 37.563 35.269 34.699
H 38.232 38.293 33.557
H 36.865 37.534 33.469
H 38.409 36.615 32.729
H 39.198 36.541 35.379
H 37.810 36.756 36.842
H 36.316 37.078 35.955
H 37.739 38.482 36.243
H 38.074 34.698 34.121
C 38.997 34.436 25.175
C 38.986 34.921 26.547
C 40.273 35.625 26.954
O 37.980 35.747 26.529
H 39.272 35.174 24.395
H 38.043 33.970 25.097
H 39.998 33.731 24.764
H 38.930 33.900 27.123
H 40.219 36.640 26.471
H 41.342 35.259 26.740
H 40.600 35.973 27.980
H 37.297 35.138 26.667
C 42.942 39.223 35.740
C 43.577 40.190 36.744
C 44.494 41.295 36.196
O 45.180 41.908 36.934
C 44.066 41.803 34.784
C 43.298 40.881 33.939
C 42.769 39.587 34.313
O 42.388 38.816 33.361
H 42.477 38.307 35.946
H 43.570 39.968 37.751
H 44.796 42.652 34.593
H 43.175 41.085 32.841
C 41.975 29.842 29.569
C 41.184 30.785 28.664
C 39.854 31.124 29.330
O 39.102 31.937 28.704
C 39.271 30.372 30.387
C 40.165 29.429 31.214
C 41.602 29.300 30.903
O 42.309 28.565 31.606
H 42.989 29.753 29.115
H 41.713 31.204 27.693
H 38.339 30.581 30.766
H 39.790 29.164 32.166
*
```